(1)
Molecular formula: C7H14NO
Method: DFT, the ωB97M-V functional and the def2-TZVPD basis

```
23
C7H14NO (the ωB97M-V functional and the def2-TZVPD basis)
C -0.7530 0.0712 -0.1370
C -0.6983 -1.1980 0.0801
C 1.9541 1.6079 -0.0223
C 2.4732 0.4613 -0.4428
C -1.8821 -1.8580 -0.5330
C 0.4678 -2.0422 0.5669
C -1.9677 2.0704 0.4377
N -1.0987 1.2514 -0.3569
O 3.3822 -0.2319 0.1188
H 1.4407 2.3451 -0.6454
H 2.0238 1.9834 0.9776
H 2.1271 0.1230 -1.4364
H -2.4884 -1.0751 -1.1118
H -1.7196 -2.7745 -1.2549
H -2.5203 -2.3612 0.1539
H 1.3491 -1.6718 0.0617
H 0.5947 -2.0438 1.6102
H 0.5555 -3.1066 0.1043
H -2.6514 1.3643 0.9378
H -1.3865 2.3504 1.3322
H -2.4040 2.8710 -0.2256
H -0.6253 1.8396 -1.1458
H 3.8271 0.0241 0.9306
```

Properties
- ΔE to the lowest compared entry with this formula, charge and spin: 457.17 kJ/mol
- Net charge: +1

(2)
Molecular formula: C5H11IN
Method: DFT, the ωB97M-V functional and the def2-TZVPD basis

```
18
C5H11IN (the ωB97M-V functional and the def2-TZVPD basis)
C -1.2606 -0.5560 3.2637
C -1.2585 -1.1022 2.0297
C 1.6702 1.1671 -1.9487
C 0.3713 1.0349 -1.2608
C -1.1288 0.3206 0.5151
N 0.3115 0.3761 0.0311
I -1.8505 2.1442 1.3582
H -1.4182 -1.1481 4.1062
H -1.2927 0.5125 3.3289
H -1.2652 -2.0220 1.6069
H 2.4631 1.7132 -1.3277
H 2.1294 0.1448 -2.0815
H 1.5814 1.3826 -3.0060
H -0.3521 0.6887 -1.9912
H -0.1100 2.1256 -1.1297
H -1.7518 0.1566 -0.4441
H 0.6829 -0.4944 -0.1966
H 0.9292 0.8100 0.6991
```

Properties
- ΔE to the lowest compared entry with this formula, charge and spin: 354.11 kJ/mol
- Net charge: +1

(3)
Molecular formula: C38H27AgF3N3O2SbTe
Method: DFT, the ωB97M-V functional and the def2-TZVPD basis

```
76
C38H27AgF3N3O2SbTe (the ωB97M-V functional and the def2-TZVPD basis)
Ag -0.7610 0.7539 2.7553
O 6.4094 1.4346 4.5455
N 6.1591 1.3494 3.3610
O 6.9289 1.5864 2.4573
C 4.8093 0.8889 2.9845
C 4.7324 0.0613 1.9301
C 3.4648 -0.4552 1.5187
C 3.3490 -1.3523 0.4444
C 2.1100 -1.8130 0.0889
C 1.0016 -1.3539 0.8081
N 1.0840 -0.5127 1.8198
C 2.2989 -0.0610 2.1878
C 2.3966 0.8678 3.3042
N 1.2535 1.2671 3.9005
C 1.3184 2.1180 4.9049
C 2.5221 2.6411 5.3811
C 3.6944 2.2528 4.7890
C 3.6565 1.3343 3.7224
H 5.6299 -0.2145 1.3921
H 4.2391 -1.6673 -0.0857
H 1.9749 -2.5063 -0.7287
H 0.0057 -1.6884 0.5400
H 0.3765 2.4087 5.3544
H 2.5190 3.3420 6.2033
H 4.6385 2.6371 5.1413
C -4.3018 1.0493 1.8955
Te -3.2423 -0.0773 3.3760
C -3.4093 -1.7265 2.0203
C -4.3248 -1.2674 0.9116
C -4.7436 -2.1685 -0.0661
C -5.5890 -1.7589 -1.0825
C -6.0238 -0.4399 -1.1327
C -5.6117 0.4591 -0.1658
C -4.7602 0.0540 0.8597
H -3.6301 1.7942 1.4702
H -5.1369 1.5561 2.3746
H -3.8170 -2.5795 2.5591
H -2.4185 -1.9936 1.6558
H -4.4139 -3.1997 -0.0196
H -5.9164 -2.4678 -1.8313
H -6.6875 -0.1162 -1.9231
H -5.9506 1.4873 -0.2043
F -1.5589 8.6694 0.4444
C -1.3120 7.3541 0.4957
C -0.2939 6.8381 -0.2845
C -0.0423 5.4763 -0.2240
C -0.8006 4.6492 0.6037
C -1.8126 5.2066 1.3808
C -2.0801 6.5663 1.3313
Sb -0.4620 2.5646 0.6776
C -1.4574 1.9093 -1.0675
C -1.9311 0.5999 -1.0839
C -2.5864 0.0886 -2.1944
C -2.7573 0.9191 -3.2839
F -3.3956 0.4427 -4.3629
C -2.3070 2.2273 -3.3028
C -1.6537 2.7194 -2.1836
C 1.5480 2.5058 -0.0040
C 2.5543 3.1182 0.7455
C 3.8848 3.0110 0.3716
C 4.1913 2.2711 -0.7565
F 5.4790 2.1417 -1.1112
C 3.2235 1.6586 -1.5267
C 1.8946 1.7809 -1.1397
H 0.2817 7.4977 -0.9191
H 0.7582 5.0628 -0.8268
H -2.4063 4.5812 2.0389
H -2.8611 7.0193 1.9259
H -1.8122 -0.0348 -0.2101
H -2.9783 -0.9192 -2.2159
H -2.4752 2.8376 -4.1794
H -1.3056 3.7455 -2.1865
H 2.3054 3.6980 1.6290
H 4.6815 3.4844 0.9303
H 3.5126 1.1066 -2.4110
H 1.1259 1.3110 -1.7426
```

Properties
- Net charge: +1

(4)
Molecular formula: C30H43BI2N7O9S2
Method: DFT, the ωB97M-V functional and the def2-TZVPD basis

```
94
C30H43BI2N7O9S2 (the ωB97M-V functional and the def2-TZVPD basis)
N 4.7050 -2.8696 5.1158
C 4.5303 -2.7349 3.9891
O 4.3477 -2.8223 2.7235
C 3.6552 -1.6856 2.2307
C 2.3272 -1.5205 2.4133
C 1.5814 -2.5816 3.1874
N 1.6591 -3.8654 2.4544
C 1.7104 -0.4087 1.9323
C 2.3948 0.5739 1.2577
C 3.7645 0.3669 1.0756
C 4.6476 1.3689 0.3670
C 5.2487 0.8524 -0.9684
C 4.5993 1.3503 -2.2468
I 5.9555 0.9938 -3.8949
C 4.3697 -0.7480 1.5721
B 5.9235 -1.0343 1.4527
N 6.5566 -1.6126 0.2610
O 6.7299 -0.7832 2.5362
N 1.8278 1.7864 0.7768
C 2.0868 2.9248 1.6848
C 1.0426 3.0500 2.7990
C 1.6093 3.9967 3.8731
I 0.0464 4.5176 5.2389
C 0.4543 1.7132 0.3783
C 0.0358 2.5843 -0.6032
N 0.9873 3.4693 -1.1861
C -1.2773 2.6325 -1.0126
C -1.7573 3.6449 -2.0414
O -1.5735 3.4478 -3.2523
O -2.2959 4.6170 -1.5263
C -2.1765 1.7827 -0.4458
C -1.7703 0.9210 0.5139
C -2.8220 0.0309 1.1375
C -3.4900 0.8393 2.2882
C -4.9896 0.9881 2.1255
S -5.8289 -0.5854 2.4508
O -6.4820 -1.0454 1.2739
O -4.8546 -1.4685 2.9784
O -6.8838 -0.3376 3.6370
C -0.4844 0.8766 0.9346
S -0.0243 -0.2485 2.2216
H 2.0593 -2.6763 4.1604
H 0.5424 -2.3077 3.3401
H 0.7973 -4.3799 2.5617
H 1.7706 -3.6411 1.4746
H 5.4787 1.6386 1.0208
H 4.0941 2.2817 0.1865
H 6.2744 1.2248 -1.0078
H 5.3283 -0.2283 -0.9909
H 3.7171 0.7612 -2.4576
H 4.3637 2.4018 -2.2160
H 7.1734 -2.3494 0.6018
H 7.1971 -0.9535 -0.1705
H 6.3952 -0.0185 3.0181
H 2.0381 3.8206 1.0703
H 3.0764 2.8177 2.1182
H 0.0871 3.4344 2.4657
H 0.9391 2.0794 3.2767
H 2.0115 4.8676 3.3707
H 2.3725 3.4762 4.4354
H 0.8123 3.5969 -2.1788
H 0.9469 4.3699 -0.7253
H -3.2059 1.8507 -0.7584
H -2.3534 -0.8285 1.6012
H -3.5529 -0.2730 0.3977
H -3.2189 0.4270 3.2523
H -3.0934 1.8516 2.2833
H -5.3734 1.6804 2.8758
H -5.2464 1.3734 1.1460
H -6.9830 0.6202 3.7322
C 2.8369 1.7893 -6.1661
O 2.4145 2.1857 -5.0986
N 2.2316 0.8939 -6.9651
C 2.8163 0.4731 -8.2157
C 0.9504 0.3305 -6.5559
H 3.8021 2.1406 -6.5746
H 2.1405 0.7137 -9.0402
H 2.9879 -0.6066 -8.2009
H 3.7667 0.9791 -8.3787
H 0.2193 1.1250 -6.4261
H 1.0652 -0.1826 -5.5992
H 0.6033 -0.3752 -7.3104
C -7.5534 -5.4987 1.0528
O -7.6301 -6.6743 1.3621
N -7.9772 -4.9875 -0.1167
C -7.8613 -3.5745 -0.4314
C -8.5690 -5.8850 -1.0915
H -7.1194 -4.7397 1.7247
H -8.8550 -3.1601 -0.6160
H -7.2471 -3.4490 -1.3252
H -7.4006 -3.0355 0.3919
H -9.4462 -6.3716 -0.6625
H -7.8511 -6.6589 -1.3662
H -8.8592 -5.3267 -1.9778
```

Properties
- Net charge: -1

(5)
Molecular formula: C3H7BrN
Method: DFT, the ωB97M-V functional and the def2-TZVPD basis

```
12
C3H7BrN (the ωB97M-V functional and the def2-TZVPD basis)
C 0.9396 0.7744 -0.7183
N 0.0846 -0.1534 -0.0650
C -0.9085 0.4459 0.8406
C 0.0671 -1.4653 -0.2662
Br -1.0618 -2.6572 0.5310
H 0.5578 1.8520 -0.7927
H 1.0600 0.3485 -1.6622
H 1.8034 0.7597 -0.1827
H -0.4218 0.8097 1.8656
H -1.8697 -0.2195 1.0198
H -1.1918 1.2821 0.3982
H 0.9409 -1.7769 -0.9681
```

Properties
- ΔE to the lowest compared entry with this formula, charge and spin: 49.47 kJ/mol
- Net charge: +1
- SMILES: C[N+](C)=CBr

(6)
Molecular formula: C5H9N3O2
Method: DFT, the ωB97M-V functional and the def2-TZVPD basis

```
19
C5H9N3O2 (the ωB97M-V functional and the def2-TZVPD basis)
H -0.5148 3.7209 1.3719
N -0.3856 2.7730 1.0013
C -1.1918 2.1561 0.2883
N -1.3085 0.8132 0.0653
C -0.3693 -0.1321 0.4816
O -0.9807 -1.2813 1.0941
C -0.5547 -2.3951 0.6319
O -0.8843 -3.5153 0.9127
C 0.6263 -2.0554 -0.3055
N 0.3221 -0.6623 -0.6577
C 1.4335 0.1835 -0.9964
H -1.7815 2.8318 -0.5000
H -1.9587 0.5859 -0.6309
H 0.2572 0.4043 1.2342
H 0.6973 -2.6602 -1.1552
H 1.5675 -2.1631 0.2662
H 1.8803 0.0846 -1.9049
H 0.8825 1.1982 -0.9359
H 2.2634 0.1134 -0.2609
```

Properties
- ΔE to the lowest compared entry with this formula, charge and spin: 163.59 kJ/mol
- SMILES: [H]/N=C/N[C@H]1OC(=O)CN1C

(7)
Molecular formula: C28H45BrClNO23P2S
Method: DFT, the ωB97M-V functional and the def2-TZVPD basis

```
102
C28H45BrClNO23P2S (the ωB97M-V functional and the def2-TZVPD basis)
C -6.4339 -1.9971 -0.1773
C -5.5781 -0.7522 0.1956
O -4.6908 -0.3395 -0.8332
C -3.5599 -1.1687 -1.0106
C -2.3368 -0.8664 -0.0435
C -1.1300 -1.1648 -1.0357
C 0.2733 -0.9865 -0.4399
O 1.2408 -1.1824 -1.4886
N -2.1613 0.5283 0.3013
C -3.0967 1.1409 1.2370
C -2.3722 2.2852 1.9892
O -1.2328 2.3736 2.0396
Cl -3.4358 3.4991 2.7492
C -2.4412 -1.9038 1.1310
Br -1.5073 -3.6470 0.7606
O -2.1847 -1.5000 2.4346
C -0.9251 -0.9629 2.7546
P -1.2692 0.1944 4.2365
O -2.7258 0.4811 4.3407
P 0.3271 -2.2221 3.4311
S 2.1358 -1.8661 2.7572
H -7.1601 -1.6820 -0.9276
H -5.8293 -2.8555 -0.4919
H -6.9857 -2.2865 0.7316
H -6.3108 0.0655 0.3008
H -5.1144 -0.8463 1.1931
H -3.2550 -1.0507 -2.0611
H -3.8461 -2.2379 -0.9314
H -1.2315 -0.3669 -1.7972
H -1.2891 -2.1001 -1.5903
H 0.3701 0.0460 -0.0804
H 0.5259 -1.7113 0.3454
H 1.4198 -2.1259 -1.5778
H -2.1036 1.0975 -0.5343
H -3.8844 1.6617 0.6540
H -3.6249 0.4691 1.9178
H -3.4830 -2.2361 1.1489
H -0.4389 -0.2974 2.0234
H -0.8533 -0.4380 5.4380
H -0.4688 1.3605 4.1136
H 0.4145 -2.0642 4.8380
H -0.1033 -3.5503 3.2258
O -8.9009 -3.0919 -1.7861
C -9.5217 -2.2398 -2.3314
O -8.9859 -1.0850 -2.8117
C -9.9894 -0.4332 -3.5898
C -11.2668 -0.9971 -3.0197
O -10.8613 -2.2856 -2.5580
H -9.9214 0.6475 -3.4832
H -9.8472 -0.6958 -4.6403
H -11.6381 -0.4186 -2.1709
H -12.0575 -1.0825 -3.7622
O 7.4741 2.1970 2.0992
C 6.2872 2.1043 2.0923
O 5.5700 1.5037 1.1103
C 4.2154 1.3954 1.5688
C 4.1252 2.4918 2.5934
O 5.4732 2.5891 3.0663
H 3.5156 1.5294 0.7520
H 4.0680 0.4042 2.0025
H 3.8330 3.4500 2.1574
H 3.4432 2.2515 3.4061
O 0.9770 -1.7647 6.9246
C 0.7515 -2.7520 7.5504
O 1.5678 -3.2592 8.5044
C 0.8554 -4.3000 9.1751
C -0.1624 -4.7188 8.1445
O -0.3597 -3.5173 7.3972
H 1.5258 -5.1087 9.4579
H 0.3957 -3.8886 10.0760
H 0.2142 -5.4940 7.4738
H -1.0961 -5.0582 8.5877
O 1.4323 1.7456 0.2992
C 1.4437 2.4060 -0.6922
O 2.2282 3.4923 -0.8694
C 2.1415 3.8688 -2.2486
C 0.8130 3.2893 -2.6623
O 0.6777 2.1653 -1.7867
H 2.1826 4.9492 -2.3596
H 2.9742 3.4291 -2.7831
H -0.0183 3.9767 -2.4871
H 0.7974 2.9749 -3.7037
O 4.3644 4.4464 -3.9549
C 5.4684 4.0633 -3.7117
O 6.3086 4.6616 -2.8359
C 7.4289 3.7890 -2.6440
C 7.4217 2.9719 -3.9083
O 6.0393 2.9709 -4.2768
H 8.3475 4.3563 -2.5134
H 7.2568 3.1844 -1.7512
H 7.9991 3.4349 -4.7113
H 7.7824 1.9588 -3.7532
O 9.0284 -0.3592 -6.0912
C 7.8447 -0.4364 -6.1355
O 7.1465 -1.0226 -7.1437
C 5.7829 -1.1172 -6.7290
C 5.6765 -0.0234 -5.6978
O 7.0067 0.0543 -5.1817
H 5.1099 -0.9688 -7.5709
H 5.6095 -2.1098 -6.3076
H 5.4106 0.9407 -6.1353
H 4.9672 -0.2597 -4.9071
```

Properties
- SMILES: CCOC[C@@](CCO)(NCC(=O)Cl)[C@@H](Br)O[C@@H]([PH2]=O)[PH2]=S.O=C1OCCO1.O=C1OCCO1.O=C1OCCO1.O=C1OCCO1.O=C1OCCO1.O=C1OCCO1

(8)
Molecular formula: CHClN4O
Method: DFT, the ωB97M-V functional and the def2-TZVPD basis

```
8
CHClN4O (the ωB97M-V functional and the def2-TZVPD basis)
O 1.4405 0.4086 -0.7446
C 0.4162 -0.0834 -0.1056
N 0.2716 -1.3440 -0.2885
N -0.9031 -1.7014 0.1683
N -1.5229 -0.6627 0.5050
N -0.7485 0.4189 0.4492
Cl -0.2374 1.8361 1.3004
H 1.2836 1.1280 -1.2842
```

Properties
- ΔE to the lowest compared entry with this formula, charge and spin: 158.17 kJ/mol
- SMILES: Oc1nnnn1Cl

(9)
Molecular formula: C66H48Cl3IO2P3SiTi
Method: DFT, the ωB97M-V functional and the def2-TZVPD basis

```
125
C66H48Cl3IO2P3SiTi (the ωB97M-V functional and the def2-TZVPD basis)
Ti -1.0576 0.7010 -1.6747
C -3.8900 -0.4239 4.2115
C -4.0100 0.7058 3.4138
C -3.6713 0.6570 2.0720
C -3.2326 -0.5340 1.4882
C -3.1136 -1.6590 2.2997
C -3.4310 -1.6048 3.6514
P -2.8425 -0.6153 -0.3100
C -4.4920 -0.3349 -1.0835
C -5.1743 -1.2376 -1.8937
C -6.3315 -0.8593 -2.5619
C -6.8218 0.4304 -2.4423
C -6.1309 1.3508 -1.6671
C -4.9753 0.9744 -1.0040
C -2.4100 -2.3712 -0.6209
C -3.3777 -3.3722 -0.6259
C -3.0856 -4.6345 -1.1244
C -1.8206 -4.8818 -1.6381
C -0.8278 -3.9154 -1.5348
C -1.0735 -2.6641 -0.9693
Si 0.1337 -1.3570 -0.2299
C 1.9594 -1.6624 -0.7570
C 2.3380 -2.9957 -0.9543
C 3.6057 -3.3612 -1.3797
C 4.5632 -2.3807 -1.5821
C 4.2361 -1.0596 -1.3231
C 2.9520 -0.6767 -0.9281
P 2.6265 1.0872 -0.4745
C 4.1040 1.4374 0.5821
C 4.7585 0.4604 1.3297
C 5.7604 0.7913 2.2324
C 6.1309 2.1143 2.4107
C 5.4910 3.1026 1.6733
C 4.4909 2.7680 0.7731
C 3.1243 2.1283 -1.9131
C 2.5467 3.3988 -1.8987
C 2.8971 4.3548 -2.8402
C 3.8157 4.0461 -3.8314
C 4.3630 2.7720 -3.8833
C 4.0200 1.8201 -2.9341
C 0.0934 -2.1215 1.5699
C -0.4076 -3.4177 1.7796
C -0.5500 -3.9694 3.0438
C -0.2212 -3.2282 4.1697
C 0.3223 -1.9685 3.9948
C 0.5064 -1.4309 2.7195
P 1.5363 0.0598 2.4859
C 2.8371 -0.3103 3.7337
C 3.2347 0.5755 4.7285
C 4.3145 0.2795 5.5535
C 5.0099 -0.9082 5.4000
C 4.6164 -1.8061 4.4125
C 3.5473 -1.5066 3.5866
C 0.6457 1.4366 3.2779
C 1.2020 2.7066 3.1156
C 0.5879 3.8211 3.6623
C -0.6044 3.6819 4.3598
C -1.1758 2.4268 4.5032
C -0.5566 1.3071 3.9646
H -4.1427 -0.3797 5.2642
H -4.3506 1.6414 3.8399
H -3.7244 1.5644 1.4922
H -2.7643 -2.5907 1.8858
H -3.3135 -2.4940 4.2577
H -4.7843 -2.2308 -2.0618
H -6.8331 -1.5769 -3.1994
H -7.7168 0.7274 -2.9748
H -6.4694 2.3774 -1.6045
H -4.4032 1.7308 -0.4840
H -4.3746 -3.1601 -0.2580
H -3.8486 -5.4028 -1.1398
H -1.5926 -5.8410 -2.0878
H 0.1653 -4.1611 -1.8940
H 1.6259 -3.7856 -0.7377
H 3.8464 -4.4069 -1.5314
H 5.5652 -2.6399 -1.9014
H 5.0144 -0.3089 -1.3863
H 4.4780 -0.5785 1.2170
H 6.2310 0.0070 2.8137
H 6.9054 2.3743 3.1218
H 5.7690 4.1424 1.7981
H 4.0053 3.5544 0.2096
H 1.7919 3.6250 -1.1520
H 2.4250 5.3289 -2.8158
H 4.0811 4.7832 -4.5790
H 5.0522 2.5092 -4.6773
H 4.4431 0.8273 -3.0151
H -0.7125 -4.0265 0.9405
H -0.9342 -4.9785 3.1423
H -0.3564 -3.6343 5.1650
H 0.6453 -1.3980 4.8580
H 2.7000 1.5066 4.8662
H 4.6094 0.9861 6.3201
H 5.8517 -1.1365 6.0420
H 5.1482 -2.7412 4.2839
H 3.2532 -2.2111 2.8146
H 2.1161 2.8206 2.5404
H 1.0269 4.8011 3.5218
H -1.0974 4.5533 4.7731
H -2.1173 2.3150 5.0254
H -1.0295 0.3366 4.0602
I -1.1617 2.6515 0.2608
C -2.4966 1.8183 -2.6866
C -3.0477 3.0282 -3.0127
C -3.9267 3.1146 -4.1174
C -4.2482 2.0163 -4.8819
C -3.6885 0.7520 -4.5881
C -3.9314 -0.4646 -5.2719
C -3.3126 -1.6167 -4.8567
C -2.4310 -1.6477 -3.7450
C -2.1744 -0.4993 -3.0421
C -2.8143 0.6924 -3.4852
H -2.8172 3.9174 -2.4344
H -4.3590 4.0757 -4.3744
H -4.9331 2.1172 -5.7174
H -4.6123 -0.4808 -6.1166
H -3.5022 -2.5395 -5.3950
H -1.9798 -2.5946 -3.4736
Cl 1.3334 -1.3150 -4.2760
C 1.0012 0.2784 -4.9642
Cl -0.4153 0.1837 -6.0257
Cl 2.4064 0.8043 -5.9145
C 0.6919 1.3653 -3.8700
O 0.5585 2.5024 -4.2189
O 0.5899 0.8840 -2.6652
```

Properties
- Net charge: -1

(10)
Molecular formula: H12O6
Method: DFT, the ωB97M-V functional and the def2-TZVPD basis

```
18
H12O6 (the ωB97M-V functional and the def2-TZVPD basis)
O 15.3053 14.2872 14.0196
H 15.2527 15.2429 14.0316
H 15.0733 14.0229 14.9099
O 13.5975 10.5637 10.6385
H 14.4525 10.3233 10.2815
H 13.7548 11.3837 11.1066
O 7.7780 16.2424 21.1991
H 7.7874 16.5419 20.2900
H 8.7021 16.1487 21.4304
O 10.1232 13.1248 16.6377
H 10.4805 12.6819 15.8680
H 9.1791 13.1523 16.4820
O 4.6439 16.7960 17.7151
H 3.9531 16.8451 18.3758
H 4.7677 15.8585 17.5665
O 5.8020 12.3649 15.8059
H 5.7162 11.5118 16.2312
H 5.7574 12.1718 14.8694
```

Properties
- ΔE to the lowest compared entry with this formula, charge and spin: 170.87 kJ/mol
- SMILES: O.O.O.O.O.O

no.,frontier orbital gap (eV)
1,8.522
2,10.081
3,7.515
4,6.456
5,10.488
6,10.057
7,8.747
8,9.342
9,6.921
10,11.899